1.
C28H50N4O4PS | ωB97M-V/def2-TZVPD

Geometry (Å):
C (-2.5415, -2.5321, -9.6377)
O (-1.4731, -3.0813, -8.8879)
C (-0.7334, -2.1323, -8.1511)
C (-1.4473, -1.6549, -6.8857)
C (-0.5084, -1.3442, -5.7185)
C (-1.2269, -1.3910, -4.3610)
C (-0.4759, -0.6103, -3.2623)
C (-0.2289, -1.4537, -2.0140)
C (0.6042, -0.7369, -0.9456)
C (0.0627, -0.9640, 0.4677)
C (0.9988, -0.4142, 1.5472)
C (0.7779, 1.0990, 1.7935)
P (-0.2855, 1.4777, 3.1740)
C (0.2298, 2.9802, 4.0310)
C (-0.5837, 4.2005, 3.6241)
O (-1.6860, 4.1555, 3.1761)
O (0.0877, 5.3967, 3.7779)
C (0.1695, 5.8796, 5.0785)
C (0.5327, 7.3252, 5.1299)
O (-0.0471, 5.1563, 6.0009)
N (-0.2355, 0.2261, 4.2564)
C (-0.9659, 0.1938, 5.2435)
S (-1.8759, 0.0908, 6.4691)
H (-2.7873, -1.5157, -9.3173)
H (-2.2848, -2.5099, -10.7009)
H (-3.4262, -3.1561, -9.5032)
H (0.2092, -2.6170, -7.8861)
H (-0.4971, -1.2744, -8.7973)
H (-2.1348, -2.4484, -6.5722)
H (-2.0621, -0.7726, -7.0874)
H (0.2899, -2.0942, -5.7054)
H (-0.0673, -0.3478, -5.8265)
H (-2.2540, -1.0340, -4.4732)
H (-1.2855, -2.4417, -4.0571)
H (-1.0781, 0.2642, -2.9929)
H (0.4822, -0.2744, -3.6625)
H (0.2698, -2.3769, -2.3083)
H (-1.2042, -1.7513, -1.6079)
H (0.6398, 0.3358, -1.1690)
H (1.6201, -1.1371, -0.9606)
H (-0.0471, -2.0426, 0.6118)
H (-0.9409, -0.5248, 0.5500)
H (2.0312, -0.5193, 1.2089)
H (0.9111, -0.9896, 2.4685)
H (0.3480, 1.5554, 0.8969)
H (1.7306, 1.5923, 2.0056)
H (-1.6046, 1.6334, 2.7516)
H (0.0560, 2.8336, 5.1024)
H (1.2977, 3.1623, 3.9062)
H (1.2803, 7.4499, 5.9134)
H (-0.3544, 7.8844, 5.4300)
H (0.9236, 7.6895, 4.1851)
C (-0.1125, 2.9601, 8.2825)
C (-1.2776, 3.3340, 9.1890)
C (-0.8988, 3.2929, 10.6736)
C (-0.4725, 1.9497, 11.0679)
N (-0.1337, 0.8995, 11.3746)
H (0.2293, 1.9420, 8.4809)
H (-0.4088, 3.0226, 7.2366)
H (0.7304, 3.6370, 8.4262)
H (-2.1157, 2.6533, 9.0215)
H (-1.6284, 4.3377, 8.9442)
H (-1.7445, 3.5799, 11.2991)
H (-0.0827, 3.9875, 10.8805)
C (3.5477, 2.2179, -6.3029)
C (4.0808, 0.8140, -6.5573)
C (3.2220, -0.2742, -5.9013)
C (3.1614, -0.1198, -4.4471)
N (3.1235, 0.0124, -3.3091)
H (3.5529, 2.4555, -5.2380)
H (4.1620, 2.9604, -6.8111)
H (2.5244, 2.3224, -6.6692)
H (5.1048, 0.7335, -6.1888)
H (4.1114, 0.6181, -7.6299)
H (3.6203, -1.2654, -6.1217)
H (2.1997, -0.2341, -6.2822)
C (-0.5102, -6.3360, 2.0778)
C (-1.7987, -6.0042, 1.3360)
C (-1.6631, -6.1443, -0.1849)
C (-0.6443, -5.2445, -0.7265)
N (0.1579, -4.5438, -1.1492)
H (0.2946, -5.6540, 1.7988)
H (-0.6549, -6.2582, 3.1551)
H (-0.1806, -7.3526, 1.8581)
H (-2.1135, -4.9855, 1.5734)
H (-2.5983, -6.6684, 1.6667)
H (-2.6081, -5.9192, -0.6809)
H (-1.3855, -7.1660, -0.4507)

## Properties
Charge: +1
DFT total energy in Ha: -2356.16041

Results of the Löwdin charge analysis, in e, for atoms 1 through 8: C -0.11; O -0.19; C -0.25; C -0.19; C -0.22; C -0.20; C -0.21; C -0.23

***

2.
C4H9NO2S | ωB97M-V/def2-TZVPD

Geometry (Å):
C (0.7001, 2.3680, -0.6864)
C (0.1634, 1.2762, -0.0537)
C (-2.3775, -1.4897, -0.2019)
C (1.1047, 0.3980, 0.9515)
N (2.0222, -0.4946, 0.3631)
O (-1.9670, 0.9928, 1.2207)
O (-1.4465, -0.5927, -0.7709)
S (-1.5936, 1.0055, -0.2007)
H (-0.0577, 2.8804, -1.1834)
H (1.7927, 2.3757, -0.6100)
H (-2.6299, -2.0876, -1.0167)
H (-3.1681, -0.9705, 0.1878)
H (-1.7754, -2.0713, 0.4604)
H (0.5291, -0.0961, 1.6904)
H (1.5941, 1.0515, 1.6226)
H (1.6172, -1.2139, -0.2123)
H (2.6946, -0.1059, -0.3016)

## Properties
Charge: 0
Relative energy (zero: lowest compared OMol25 entry of this formula, charge and spin) in kJ/mol: 378.8
DFT total energy in Ha: -761.11916

Results of the natural (NBO) charge analysis, in e, for atoms 1 through 8: C -0.39; C -0.25; C -0.25; C -0.25; N -0.82; O -0.94; O -0.72; S 1.49

***

no.,orbital gap (eV)
1,7.39
2,9.85